[1]
DFT (the ωB97M-V functional and the def2-TZVPD basis) results for a cluster of 7 separate species, C22H43F4N14O7 in total in a non-equilibrium geometry.

Output
Net charge ... +1
Multiplicity ... 1
Orbital gap ... 8.77 eV

Atoms and positions in Å:
C: 3.02 -7.01 1.55
C: 2.66 -5.68 0.93
C: 1.39 -5.16 1.14
C: 1.02 -3.94 0.62
C: 1.94 -3.23 -0.14
C: 1.56 -1.90 -0.77
N: 1.52 -0.79 0.20
C: 2.60 -0.05 0.70
C: 4.06 -0.20 0.39
F: 4.68 0.84 1.03
F: 4.56 -1.31 0.93
C: 4.47 -0.05 -1.10
F: 5.05 -1.18 -1.53
F: 3.41 0.26 -1.87
C: 2.09 0.88 1.53
N: 0.73 0.68 1.56
C: 0.40 -0.32 0.74
C: -1.03 -0.71 0.56
C: -1.81 -0.48 1.86
C: -1.25 -1.26 3.06
O: -1.42 -0.49 4.26
C: 3.20 -3.74 -0.36
C: 3.58 -4.97 0.18
H: 2.43 -7.77 1.06
H: 4.07 -7.23 1.41
H: 2.77 -6.96 2.61
H: 0.68 -5.74 1.72
H: 0.04 -3.51 0.76
H: 2.20 -1.69 -1.62
H: 0.55 -1.99 -1.16
H: 5.20 0.74 -1.19
H: 2.61 1.62 2.10
H: 0.11 1.26 2.11
H: -1.15 -1.73 0.22
H: -1.47 -0.06 -0.19
H: -1.84 0.58 2.13
H: -2.84 -0.76 1.71
H: -1.78 -2.20 3.17
H: -0.18 -1.49 2.96
H: -0.55 -0.29 4.60
H: 3.91 -3.20 -0.97
H: 4.57 -5.33 -0.03
C: 0.35 4.57 0.71
O: -0.60 4.13 1.36
N: 1.40 3.73 0.45
N: 0.43 5.81 0.22
H: 2.21 3.98 -0.10
H: 1.28 2.82 0.83
H: -0.33 6.44 0.40
H: 1.20 6.13 -0.33
C: 0.15 5.48 -3.55
O: 0.69 5.85 -2.52
N: -0.90 4.61 -3.54
N: 0.54 5.92 -4.79
H: -1.37 4.30 -4.37
H: -1.24 4.30 -2.65
H: 1.30 6.56 -4.82
H: 0.10 5.63 -5.64
C: 3.27 -8.93 -1.78
O: 2.46 -8.19 -1.24
N: 4.56 -8.54 -2.03
N: 2.96 -10.20 -2.17
H: 5.24 -9.13 -2.48
H: 4.82 -7.61 -1.76
H: 2.03 -10.52 -1.99
H: 3.61 -10.82 -2.61
C: -4.00 4.32 3.05
O: -3.69 5.43 3.44
N: -5.24 3.78 3.28
N: -3.15 3.54 2.34
H: -5.52 2.87 2.97
H: -5.89 4.34 3.80
H: -2.23 3.91 2.13
H: -3.38 2.62 1.99
C: -3.25 4.90 -1.27
O: -2.83 3.77 -1.50
N: -3.99 5.60 -2.18
N: -3.01 5.53 -0.09
H: -4.34 6.52 -2.01
H: -4.18 5.15 -3.05
H: -2.47 5.04 0.60
H: -3.34 6.46 0.13
C: -4.68 0.76 -0.31
O: -4.09 0.95 0.74
N: -5.85 0.07 -0.37
N: -4.21 1.22 -1.51
H: -6.36 -0.10 -1.22
H: -6.23 -0.27 0.49
H: -3.36 1.75 -1.49
H: -4.68 1.08 -2.38

***

[2]
DFT (the ωB97M-V functional and the def2-TZVPD basis) results for a structure of composition C3H3O2Sc in a non-equilibrium geometry.

Output
Net charge ... +4
Multiplicity ... 1
Orbital gap (alpha / beta) ... 2.40 / 4.57 eV

Atoms and positions in Å:
O: -1.36 -1.59 -0.47
C: -0.57 -1.40 0.29
H: 0.87 -2.34 1.23
C: 0.51 -1.28 1.21
H: 1.20 -0.48 0.89
H: 0.11 -0.98 2.19
C: 0.31 1.59 -0.87
Sc: -0.96 4.07 -2.94
O: -0.11 2.42 -1.52

***

[3]
DFT (the ωB97M-V functional and the def2-TZVPD basis) results for a cluster of 12 separate species, BF4H22O11 in total in a non-equilibrium geometry.

Output
Net charge ... -1
Energy relative to the best compared isomer or geometry (same formula, charge and spin) ... 2.0783 eV
Multiplicity ... 1
Orbital gap ... 10.72 eV

Atoms and positions in Å:
B: 0.84 0.15 0.82
F: 0.93 1.12 1.81
F: 0.96 -1.11 1.43
F: -0.39 0.23 0.24
F: 1.76 0.30 -0.16
O: 1.64 4.53 -0.49
H: 1.58 3.78 0.11
H: 2.20 5.16 -0.04
O: -4.46 -1.04 1.32
H: -3.67 -0.81 0.83
H: -4.54 -1.99 1.22
O: 0.68 -6.22 2.73
H: 0.77 -5.27 2.76
H: -0.24 -6.38 2.96
O: -0.83 3.28 5.95
H: -0.51 2.53 5.44
H: -0.67 3.02 6.86
O: -0.44 -4.16 -2.01
H: -1.23 -4.65 -1.77
H: -0.77 -3.28 -2.23
O: -1.66 -0.95 4.34
H: -2.58 -0.94 4.06
H: -1.18 -1.15 3.54
O: 4.36 -2.65 -0.04
H: 4.22 -1.91 0.55
H: 3.84 -2.45 -0.82
O: -3.68 -0.44 -4.02
H: -3.52 0.35 -3.49
H: -4.63 -0.52 -4.05
O: 5.54 2.13 -2.06
H: 4.71 1.69 -1.91
H: 5.36 2.77 -2.75
O: -2.73 2.78 -2.11
H: -2.35 3.66 -2.08
H: -2.07 2.22 -1.71
O: 1.29 2.07 -5.15
H: 0.61 2.57 -5.60
H: 0.83 1.59 -4.46

***

[4]
DFT (the ωB97M-V functional and the def2-TZVPD basis) results for a cluster of 2 separate species, C6H7F in total in a non-equilibrium geometry.

Output
Energy relative to the best compared isomer or geometry (same formula, charge and spin) ... 3.0426 eV
<S²> ... 2.008
Multiplicity ... 3
Orbital gap (alpha / beta) ... 6.22 / 8.86 eV

Atoms and positions in Å:
C: -2.81 0.63 0.19
C: -3.21 -0.46 -0.20
C: 1.09 -1.54 1.11
C: 0.32 -1.81 0.06
C: 1.38 -0.87 -0.32
C: 0.92 0.56 -0.37
F: -0.75 -2.38 -0.45
H: -2.57 1.47 0.72
H: -3.54 -1.38 -0.39
H: 1.31 -1.48 2.12
H: 2.28 -1.22 -0.83
H: 0.33 0.59 -1.34
H: 1.68 1.38 -0.24
H: 0.16 0.91 0.48

***

[5]
DFT (the ωB97M-V functional and the def2-TZVPD basis) results for a cluster of 2 separate species, C25H38Br2FN3O6S2 in total in a non-equilibrium geometry.

Output
Energy relative to the best compared isomer or geometry (same formula, charge and spin) ... 4.4405 eV
Multiplicity ... 1
Orbital gap ... 7.52 eV
SMILES string ... CCCOc1c(CCCCCCCCCCCOC)c(/C(Br)=C(/C)Br)c(S(=O)(=O)F)c2nsnc12.C[N+](=O)[O-]

Atoms and positions in Å:
C: 5.12 -2.22 3.71
C: 4.87 -3.03 2.35
C: 3.65 -2.47 1.51
O: 3.97 -2.12 0.14
C: 3.94 -0.75 -0.07
C: 2.90 -0.08 -0.87
C: 1.74 -0.94 -1.48
C: 0.99 -1.84 -0.42
C: -0.43 -2.34 -0.95
C: -1.44 -2.71 0.22
C: -2.83 -1.93 0.07
C: -4.09 -2.82 0.44
C: -5.30 -1.97 1.05
C: -6.55 -1.87 0.07
C: -6.93 -0.36 -0.30
C: -8.07 0.25 0.63
C: -7.43 1.14 1.78
O: -8.29 2.24 2.15
C: -7.79 2.88 3.34
C: 2.99 1.43 -1.07
C: 1.93 2.16 -1.95
Br: 2.43 2.51 -3.83
C: 0.71 2.57 -1.50
C: -0.24 3.34 -2.49
Br: 0.13 2.21 0.32
C: 4.04 2.26 -0.47
S: 4.16 4.07 -0.64
O: 5.52 4.53 -0.37
O: 3.27 4.71 0.32
F: 3.77 4.60 -2.13
C: 5.09 1.59 0.38
N: 6.13 2.12 1.06
S: 7.02 0.95 1.83
N: 6.09 -0.34 1.34
C: 5.05 0.07 0.57
H: 4.86 -1.15 3.48
H: 6.21 -2.26 3.98
H: 4.50 -2.61 4.56
H: 4.60 -4.08 2.68
H: 5.83 -3.08 1.75
H: 2.85 -3.26 1.46
H: 3.25 -1.57 2.06
H: 2.18 -1.62 -2.27
H: 0.98 -0.24 -1.92
H: 1.60 -2.79 -0.31
H: 0.91 -1.39 0.60
H: -0.86 -1.48 -1.53
H: -0.34 -3.22 -1.64
H: -1.00 -2.62 1.24
H: -1.72 -3.80 0.09
H: -2.85 -1.05 0.78
H: -2.96 -1.56 -0.99
H: -4.52 -3.34 -0.47
H: -3.85 -3.65 1.17
H: -5.65 -2.38 2.04
H: -4.94 -0.92 1.22
H: -7.48 -2.34 0.50
H: -6.37 -2.39 -0.92
H: -7.27 -0.30 -1.38
H: -6.01 0.31 -0.24
H: -8.60 -0.63 1.09
H: -8.79 0.86 0.00
H: -6.45 1.61 1.46
H: -7.21 0.45 2.64
H: -6.93 3.56 3.09
H: -7.45 2.10 4.09
H: -8.63 3.45 3.83
H: -0.34 2.86 -3.49
H: 0.22 4.36 -2.62
H: -1.26 3.52 -2.05
C: 7.04 2.38 -3.88
N: 6.41 1.13 -4.39
O: 6.47 0.14 -3.67
O: 5.88 1.18 -5.48
H: 7.47 2.18 -2.90
H: 7.81 2.67 -4.59
H: 6.26 3.13 -3.82

***

[6]
DFT (the ωB97M-V functional and the def2-TZVPD basis) results for a structure of composition C31H59F13LiO24P2 in a non-equilibrium geometry.

Output
Net charge ... -1
Multiplicity ... 1
Orbital gap ... 8.98 eV

Atoms and positions in Å:
Li: -10.63 3.17 9.98
P: -14.18 5.03 12.19
F: -15.39 6.04 11.66
F: -15.03 4.76 13.58
F: -14.89 3.71 11.52
F: -12.93 4.04 12.61
F: -13.34 5.31 10.81
F: -13.48 6.27 12.95
P: -7.72 -0.38 10.78
F: -9.31 -0.16 10.56
F: -7.82 -1.95 11.10
F: -7.50 -0.64 9.15
F: -6.13 -0.55 11.06
F: -7.58 1.18 10.52
F: -7.84 -0.03 12.35
C: -10.56 15.04 21.16
C: -10.95 13.77 20.38
O: -12.34 13.91 19.93
C: -12.86 13.12 19.00
O: -14.03 13.11 18.73
O: -11.93 12.47 18.31
C: -12.29 11.77 17.10
H: -9.60 14.95 21.66
H: -11.40 15.33 21.80
H: -10.46 15.94 20.54
H: -10.88 12.80 20.88
H: -10.30 13.73 19.50
H: -12.31 12.56 16.34
H: -13.28 11.32 17.16
H: -11.52 11.03 16.88
C: -10.62 5.87 3.25
C: -9.38 5.02 3.69
O: -9.64 3.63 3.67
C: -10.41 3.03 4.57
O: -10.98 3.49 5.57
O: -10.41 1.81 4.24
C: -11.24 0.92 4.96
H: -10.48 6.94 3.12
H: -11.46 5.81 3.95
H: -10.98 5.47 2.30
H: -8.99 5.39 4.63
H: -8.59 5.12 2.95
H: -10.80 0.58 5.90
H: -11.51 0.02 4.40
H: -12.28 1.24 5.04
C: -16.29 4.18 4.41
C: -17.02 4.71 3.18
O: -16.06 5.06 2.20
C: -16.29 4.83 0.88
O: -17.32 4.34 0.38
O: -15.27 5.31 0.23
C: -15.31 5.48 -1.19
H: -15.66 3.38 4.01
H: -16.90 3.69 5.16
H: -15.63 4.88 4.91
H: -17.62 5.61 3.32
H: -17.66 3.94 2.76
H: -16.30 5.48 -1.66
H: -14.73 4.71 -1.70
H: -14.73 6.36 -1.47
C: -13.71 1.08 16.86
C: -13.26 -0.21 16.18
O: -14.23 -0.46 15.22
C: -14.00 -1.11 14.12
O: -13.00 -1.86 13.89
O: -15.06 -1.00 13.30
C: -15.23 -1.93 12.28
H: -14.74 1.22 17.19
H: -13.47 1.91 16.20
H: -13.18 1.36 17.77
H: -13.14 -1.04 16.88
H: -12.25 -0.01 15.81
H: -16.22 -1.90 11.82
H: -14.91 -2.88 12.71
H: -14.63 -1.62 11.43
C: -17.18 11.30 7.25
C: -18.64 11.60 6.82
O: -18.83 12.96 7.18
C: -20.09 13.43 6.98
O: -21.07 12.70 6.77
O: -20.10 14.69 6.98
C: -21.36 15.42 7.03
H: -16.47 11.97 6.78
H: -16.76 10.37 6.86
H: -16.97 11.24 8.32
H: -19.25 10.84 7.31
H: -18.80 11.50 5.75
H: -22.11 14.97 6.38
H: -21.25 16.45 6.68
H: -21.68 15.37 8.07
C: -20.02 9.14 13.35
C: -20.80 9.05 14.65
O: -20.37 7.91 15.44
C: -19.36 7.98 16.19
O: -18.67 8.96 16.37
O: -19.32 6.75 16.92
C: -18.22 6.63 17.79
H: -18.97 8.92 13.53
H: -20.04 10.09 12.81
H: -20.29 8.35 12.66
H: -21.85 8.96 14.37
H: -20.65 9.98 15.19
H: -18.25 5.66 18.27
H: -18.11 7.36 18.59
H: -17.27 6.65 17.27
C: -8.62 9.69 9.00
C: -9.59 9.39 10.17
O: -8.80 8.84 11.25
C: -8.59 7.55 11.48
O: -8.68 6.66 10.61
O: -8.21 7.44 12.75
C: -7.89 6.13 13.22
H: -9.19 9.99 8.12
H: -8.14 8.72 8.86
H: -7.95 10.53 9.19
H: -10.51 8.86 9.91
H: -9.84 10.41 10.46
H: -7.27 5.66 12.46
H: -8.77 5.49 13.35
H: -7.31 6.10 14.15
C: -20.07 2.87 13.61
C: -20.29 3.35 12.18
O: -21.63 3.87 12.22
C: -22.22 3.39 13.35
O: -23.39 3.44 13.59
O: -21.36 2.71 14.06
F: -20.20 2.29 11.45
H: -19.55 3.73 14.05
H: -19.56 1.95 13.90
H: -19.53 4.04 11.80

***

What is the formula in the sixth record? C31H59F13LiO24P2